(1)
A molecular structure, C55H37Cl4LaN6O4S5 at a distorted geometry. Source: the Open Molecules 2025 dataset; level of theory: the ωB97M-V functional and the def2-TZVPD basis.

Computed properties:
LUMO level ... 2.73 eV
ΔE to the lowest compared entry with this formula, charge and spin ... 0.0 kcal per mole
Largest force on an atom ... 2.66 eV/Å
Total charge ... -2
Gap between HOMO and LUMO ... 5.1 eV
Energy ... -6611.1777 Eh
HOMO level ... -2.38 eV

Geometry as XYZ:
```
112
C55H37Cl4LaN6O4S5 the ωB97M-V functional and the def2-TZVPD basis
La 0.29 0.63 -1.09
Cl -1.90 -6.25 -5.48
C -1.05 -5.21 -4.36
C -1.15 -5.49 -3.02
C -0.56 -4.63 -2.11
C 0.25 -3.57 -2.54
C 0.30 -3.29 -3.92
C -0.32 -4.13 -4.83
C 0.95 -2.65 -1.61
C 2.02 -1.85 -2.02
C 3.06 -2.22 -2.98
C 4.02 -1.30 -2.87
C 3.60 -0.32 -1.87
C 4.28 0.86 -1.63
C 5.46 1.16 -2.48
C 6.79 1.16 -2.08
C 7.83 1.57 -2.93
C 7.49 1.86 -4.23
Cl 8.70 2.49 -5.34
C 6.21 1.78 -4.69
C 5.19 1.47 -3.82
C 3.79 1.85 -0.70
N 2.62 1.76 -0.06
C 2.50 2.97 0.66
C 1.52 3.33 1.53
C 1.47 4.69 2.14
C 2.41 5.22 3.02
C 2.26 6.47 3.61
C 1.17 7.26 3.28
Cl 0.89 8.83 4.08
C 0.28 6.81 2.33
C 0.45 5.56 1.74
C 0.55 2.40 2.09
C 0.09 2.51 3.43
C -0.47 1.30 3.80
C -0.37 0.47 2.61
N 0.21 1.17 1.58
C -0.46 -0.95 2.70
C -0.19 -1.83 1.70
C 0.08 -3.23 1.92
C 0.57 -3.73 0.75
C 0.51 -2.59 -0.20
N 0.07 -1.50 0.39
C -0.73 -1.53 4.03
C 0.20 -1.47 5.08
C -0.08 -2.08 6.29
C -1.30 -2.68 6.50
Cl -1.60 -3.44 8.05
C -2.23 -2.71 5.51
C -1.97 -2.16 4.26
C 3.68 3.80 0.39
C 4.46 3.11 -0.44
N 2.41 -0.72 -1.36
H -1.81 -6.26 -2.74
H -0.68 -4.79 -1.06
H 0.82 -2.41 -4.27
H -0.27 -3.90 -5.88
H 3.10 -3.10 -3.60
H 4.93 -1.31 -3.48
H 7.00 0.83 -1.08
H 8.85 1.64 -2.62
H 5.99 2.06 -5.73
H 4.16 1.49 -4.17
H 3.24 4.61 3.29
H 2.95 6.82 4.34
H -0.53 7.42 1.97
H -0.27 5.23 1.01
H 0.31 3.41 3.99
H -0.96 0.97 4.70
H 0.04 -3.76 2.88
H 1.00 -4.69 0.56
H 1.16 -1.00 4.92
H 0.64 -1.97 7.10
H -3.19 -3.16 5.65
H -2.68 -2.19 3.44
H 3.85 4.80 0.78
H 5.43 3.42 -0.85
S 0.49 -0.02 -4.71
S 0.70 2.02 -4.77
S 1.17 2.82 -2.91
S -0.32 3.40 -1.61
N -2.77 3.15 0.81
C -3.83 3.09 1.28
H -2.01 2.94 0.13
C -4.87 0.69 2.96
C -4.79 -0.39 1.91
C -5.97 -0.89 1.32
C -5.89 -1.84 0.33
C -4.68 -2.31 -0.12
C -3.50 -1.85 0.45
C -3.56 -0.89 1.46
S -4.63 -3.56 -1.35
O -3.88 -4.67 -0.86
O -5.98 -3.72 -1.83
N -3.81 -2.93 -2.57
C -4.24 -1.68 -3.25
C -3.28 -0.51 -3.02
C -3.29 0.21 -1.65
O -2.18 0.55 -1.13
O -4.43 0.48 -1.22
H -5.76 1.28 2.83
H -4.01 1.36 2.93
H -4.97 0.23 3.93
H -6.91 -0.46 1.60
H -6.78 -2.18 -0.20
H -2.54 -2.24 0.13
H -2.66 -0.40 1.78
H -2.80 -3.02 -2.49
H -5.19 -1.39 -2.84
H -4.38 -1.84 -4.31
H -3.48 0.23 -3.82
H -2.25 -0.82 -3.19
```

---

(2)
A molecular structure, C16H16AgO10S2 at a distorted geometry. Source: the Open Molecules 2025 dataset; level of theory: the ωB97M-V functional and the def2-TZVPD basis.

Computed properties:
LUMO level ... 4.01 eV
Largest force on an atom ... 5.33 eV/Å
Total charge ... -3
Gap between HOMO and LUMO ... 3.3 eV
Energy ... -2314.6843 Eh
HOMO level ... 0.67 eV

Geometry as XYZ:
```
45
C16H16AgO10S2 the ωB97M-V functional and the def2-TZVPD basis
Ag 0.55 0.19 0.84
C -1.61 3.22 5.66
C -1.56 2.97 7.13
C -0.42 2.03 7.70
O -0.35 1.92 8.92
C 0.59 1.47 6.79
C 0.51 1.75 5.48
C -0.64 2.60 4.90
O -0.78 2.84 3.61
O 1.24 0.96 4.73
O -2.29 3.59 7.94
H -2.38 3.75 5.12
H 1.36 0.79 7.11
C -1.00 -5.69 -0.63
C -1.99 -6.42 -1.41
C -3.18 -5.60 -2.14
O -3.92 -6.40 -2.63
C -3.21 -4.15 -1.81
C -2.21 -3.60 -1.07
C -1.00 -4.35 -0.51
O 0.00 -3.79 0.10
O -2.36 -2.30 -0.82
O -1.97 -7.67 -1.59
H -0.38 -6.37 -0.06
H -3.99 -3.52 -2.22
C 3.50 4.83 0.53
S 3.22 4.12 -1.18
O 2.29 2.91 -0.83
C 2.05 5.24 -2.05
H 2.69 5.56 0.62
H 4.47 5.33 0.67
H 3.53 4.01 1.25
H 1.18 5.42 -1.41
H 1.81 4.88 -3.05
H 2.52 6.22 -2.12
C -0.81 -1.51 -6.11
S 1.02 -1.11 -6.10
O 1.74 -2.22 -6.91
C 1.35 -1.72 -4.34
H -1.41 -1.30 -6.99
H -1.36 -0.98 -5.34
H -0.98 -2.49 -5.66
H 0.83 -2.67 -4.22
H 0.87 -1.02 -3.65
H 2.44 -1.74 -4.26
```

---

(3)
7 unconnected molecules or ions with the total composition C24H68N6O7 at a distorted geometry. Source: the Open Molecules 2025 dataset; level of theory: the ωB97M-V functional and the def2-TZVPD basis.

Computed properties:
LUMO level ... 0.57 eV
ΔE to the lowest compared entry with this formula, charge and spin ... 14.6 kcal per mole
Largest force on an atom ... 1.84 eV/Å
SMILES ... COC[C@H](C)N.COC[C@H](C)N.COC[C@H](C)N.COC[C@H](C)N.COC[C@H](C)N.COC[C@H](C)N.O
Gap between HOMO and LUMO ... 9.2 eV
Energy ... -1810.3141 Eh
HOMO level ... -8.59 eV

Geometry as XYZ:
```
105
C24H68N6O7 the ωB97M-V functional and the def2-TZVPD basis
C 0.56 -2.54 -2.21
O -0.49 -3.18 -2.89
C -0.10 -3.92 -4.04
C -1.34 -4.18 -4.92
C -2.16 -5.33 -4.37
N -0.94 -4.49 -6.30
H 0.16 -1.97 -1.37
H 1.12 -1.90 -2.89
H 1.19 -3.31 -1.75
H 0.51 -3.20 -4.61
H 0.39 -4.85 -3.75
H -1.87 -3.24 -5.08
H -2.56 -5.07 -3.38
H -1.54 -6.22 -4.27
H -3.00 -5.61 -5.00
H -0.24 -5.20 -6.42
H -0.59 -3.67 -6.77
C -1.23 5.17 2.09
O 0.03 4.87 2.62
C 0.76 3.98 1.80
C 2.13 3.73 2.43
C 2.98 2.76 1.61
N 1.98 3.08 3.77
H -1.14 5.55 1.07
H -1.82 5.82 2.74
H -1.85 4.26 2.10
H 0.20 3.06 1.63
H 0.96 4.38 0.79
H 2.70 4.66 2.51
H 3.39 3.27 0.72
H 2.34 1.95 1.25
H 3.85 2.33 2.09
H 1.73 2.10 3.54
H 1.13 3.47 4.16
C 2.94 -1.40 0.80
O 3.44 -1.41 -0.52
C 3.12 -0.22 -1.17
C 3.53 -0.23 -2.65
C 5.06 -0.19 -2.79
N 2.99 0.96 -3.32
H 3.40 -0.59 1.38
H 3.21 -2.34 1.28
H 1.85 -1.32 0.86
H 2.04 0.02 -1.15
H 3.61 0.65 -0.70
H 3.06 -1.11 -3.09
H 5.37 -0.20 -3.84
H 5.49 -1.09 -2.35
H 5.49 0.67 -2.28
H 3.37 1.79 -2.86
H 3.40 1.02 -4.25
C -2.78 1.75 -0.74
O -1.48 2.27 -0.78
C -0.88 2.24 -2.07
C 0.18 3.31 -2.21
C -0.45 4.68 -2.13
N 0.75 3.15 -3.56
H -2.82 0.73 -1.16
H -3.47 2.37 -1.33
H -3.14 1.64 0.28
H -0.42 1.26 -2.21
H -1.65 2.38 -2.84
H 0.91 3.12 -1.41
H -1.06 4.89 -3.01
H 0.30 5.48 -2.10
H -1.09 4.78 -1.26
H 1.30 2.29 -3.59
H 1.46 3.87 -3.66
C -1.76 -4.17 3.14
O -0.82 -4.11 2.06
C -1.13 -3.10 1.14
C -2.41 -3.25 0.28
C -2.40 -4.58 -0.48
N -2.50 -2.09 -0.65
H -1.42 -4.99 3.76
H -2.77 -4.36 2.78
H -1.71 -3.19 3.62
H -1.16 -2.16 1.71
H -0.28 -2.99 0.47
H -3.32 -3.20 0.88
H -3.35 -4.75 -0.99
H -2.31 -5.43 0.21
H -1.59 -4.67 -1.20
H -1.87 -2.20 -1.44
H -3.39 -2.30 -1.09
C -3.19 2.73 4.86
O -2.40 1.59 4.99
C -1.26 1.55 4.15
C -0.45 0.28 4.33
C 0.11 0.17 5.73
N 0.75 0.22 3.44
H -3.68 2.69 3.87
H -2.66 3.68 4.91
H -4.02 2.73 5.56
H -1.59 1.62 3.10
H -0.66 2.43 4.39
H -1.11 -0.57 4.10
H 0.62 1.10 5.98
H 0.73 -0.70 5.91
H -0.74 0.11 6.43
H 0.43 0.14 2.47
H 1.10 -0.71 3.64
O -0.38 0.19 0.74
H -0.99 -0.51 0.48
H -0.68 0.98 0.24
```

---

(4)
A molecular structure, C41H46GeIrN4O6SSb at a distorted geometry. Source: the Open Molecules 2025 dataset; level of theory: the ωB97M-V functional and the def2-TZVPD basis.

Computed properties:
LUMO level (alpha / beta) ... -3.37 / -6.69 eV
Largest force on an atom ... 5.06 eV/Å
Expectation value of S² ... 8.839
Total charge ... +1
Gap between HOMO and LUMO (alpha / beta) ... 6.1 / 3.9 eV
Energy ... -5079.5518 Eh
HOMO level (alpha / beta) ... -9.48 / -10.59 eV
Multiplicity ... 6

Geometry as XYZ:
```
101
C41H46GeIrN4O6SSb the ωB97M-V functional and the def2-TZVPD basis
Ir 11.36 12.45 9.38
O 15.72 13.66 5.67
C 16.16 13.53 6.94
O 17.37 13.56 7.25
C 15.18 13.22 8.08
C 15.38 13.16 9.42
N 14.23 12.89 10.16
N 13.22 12.80 9.15
C 13.73 13.09 7.90
C 12.67 13.34 6.95
O 12.93 13.60 5.75
O 11.43 13.04 7.35
H 14.70 13.51 5.63
H 16.35 13.27 9.86
H 13.90 13.92 11.29
S 9.79 11.58 13.52
C 11.44 10.91 13.36
C 12.07 11.14 12.14
C 11.17 11.79 11.23
C 10.00 12.19 11.87
C 9.10 13.02 11.10
C 8.04 13.76 11.69
C 7.36 14.63 10.92
C 7.75 14.84 9.48
C 8.85 14.02 9.03
N 9.47 13.22 9.84
H 11.82 10.41 14.28
H 13.11 10.96 11.89
H 7.79 13.61 12.76
H 6.74 15.44 11.40
H 6.93 14.70 8.79
H 9.18 14.12 8.00
N 10.03 14.86 14.19
H 10.08 13.87 13.98
H 11.06 15.12 14.18
H 9.61 15.32 13.39
C 9.83 11.41 5.54
C 9.46 10.24 6.42
Sb 10.72 10.12 8.29
C 12.60 8.90 8.55
C 12.48 7.57 7.78
C 9.59 8.95 9.78
C 8.23 9.49 9.96
H 8.94 11.67 4.99
H 10.64 11.01 4.84
H 10.33 12.29 6.00
H 9.65 9.23 6.02
H 8.40 10.28 6.75
H 12.50 8.78 9.65
H 13.39 9.60 8.19
H 11.50 7.49 7.18
H 12.42 6.69 8.45
H 13.28 7.39 7.03
H 10.23 9.07 10.72
H 9.68 7.93 9.34
H 8.23 10.25 10.78
H 7.46 8.75 10.24
H 7.71 9.92 9.07
O 14.00 14.79 11.91
C 12.86 15.52 11.94
O 11.88 15.36 11.21
C 13.16 16.68 12.95
C 12.10 17.86 12.90
Ge 11.71 18.86 11.34
C 13.12 18.90 10.04
C 13.19 19.96 9.13
C 14.23 20.04 8.17
C 15.25 19.09 8.12
C 15.19 18.01 9.02
C 14.08 17.88 9.89
C 10.19 18.18 10.41
C 10.46 17.29 9.32
C 9.47 16.49 8.80
C 8.10 16.39 9.28
C 7.91 17.39 10.32
C 8.83 18.22 10.85
C 11.48 20.73 12.03
C 12.57 21.58 12.23
C 12.48 22.77 12.90
C 11.26 23.17 13.34
C 10.09 22.48 12.97
C 10.17 21.24 12.38
H 14.14 17.06 12.81
H 13.19 16.23 13.96
H 12.49 18.63 13.65
H 11.14 17.52 13.35
H 12.33 20.66 9.06
H 14.27 20.82 7.45
H 16.13 19.04 7.41
H 15.94 17.21 9.03
H 13.97 16.99 10.51
H 11.50 17.15 9.00
H 9.77 15.85 7.95
H 7.53 16.59 8.35
H 6.89 17.47 10.69
H 8.55 18.87 11.71
H 13.53 21.33 11.84
H 13.44 23.29 13.11
H 11.18 23.94 14.12
H 9.15 22.91 13.28
H 9.22 20.65 12.22
```

---

(5)
A gas-phase ion, C4H10NO2 (charge -1). Source: the Open Molecules 2025 dataset; level of theory: the ωB97M-V functional and the def2-TZVPD basis.

Computed properties:
LUMO level ... 3.98 eV
ΔE to the lowest compared entry with this formula, charge and spin ... 56.8 kcal per mole
Largest force on an atom ... 0.92 eV/Å
SMILES ... N[C@H](CO)CC[O-]
Total charge ... -1
Gap between HOMO and LUMO ... 6.8 eV
Energy ... -363.6339 Eh
HOMO level ... -2.77 eV

Geometry as XYZ:
```
17
C4H10NO2 the ωB97M-V functional and the def2-TZVPD basis
N 0.50 -0.12 1.36
C 0.45 -0.26 -0.12
C 1.75 0.39 -0.67
O 2.83 0.24 0.25
C -0.85 0.32 -0.63
C -2.04 -0.47 -0.02
O -2.26 -0.34 1.30
H 0.28 0.85 1.53
H -0.40 -0.51 1.70
H 0.53 -1.32 -0.39
H 1.57 1.45 -0.86
H 2.03 -0.13 -1.59
H 2.37 -0.01 1.08
H -0.91 1.37 -0.30
H -1.02 0.32 -1.71
H -2.98 -0.25 -0.60
H -1.84 -1.54 -0.34
```

---

(6)
2 unconnected molecules or ions with the total composition C3H11N2O at a distorted geometry. Source: the Open Molecules 2025 dataset; level of theory: the ωB97M-V functional and the def2-TZVPD basis.

Computed properties:
LUMO level ... 4.08 eV
ΔE to the lowest compared entry with this formula, charge and spin ... 25.0 kcal per mole
Largest force on an atom ... 2.87 eV/Å
Total charge ... -1
Gap between HOMO and LUMO ... 6.7 eV
Energy ... -305.6074 Eh
HOMO level ... -2.66 eV

Geometry as XYZ:
```
17
C3H11N2O the ωB97M-V functional and the def2-TZVPD basis
C 0.99 -1.77 -0.04
N 0.01 -0.72 -0.26
C 0.56 0.17 -1.40
O 1.09 -0.53 -2.34
H 1.09 -2.35 -0.97
H 0.68 -2.44 0.77
H 1.98 -1.34 0.20
H -0.78 -1.14 -0.64
H 1.21 0.91 -0.84
H -0.38 0.68 -1.69
C -1.38 2.04 1.58
N -1.04 0.68 2.03
H -2.03 2.10 0.68
H -0.44 2.59 1.41
H -1.87 2.57 2.41
H -1.61 0.23 2.73
H -0.44 0.10 1.38
```